Below is a structure of composition C10H10KO6S, with properties calculated with ωB97M-V with the def2-TZVPD basis set.

Structure (XYZ):
```
28
Properties=species:S:1:pos:R:3:forces:R:3:nbo_charge:R:1
K -3.3386 0.2340 -1.8017 0.1 0.6 0.5 0.921
C -1.8860 5.5740 2.1471 -2.0 -3.0 -2.6 -0.524
C -2.3721 6.1189 3.3170 2.2 3.6 1.5 0.392
C -3.8020 5.8046 3.8223 -0.9 2.1 1.6 0.393
O -4.3580 6.3668 4.8174 1.9 -0.1 -0.3 -0.698
C -4.6127 5.0234 3.0569 0.1 -2.7 -2.1 -0.544
C -4.1548 4.2585 1.9277 2.1 3.5 2.0 0.439
C -2.6911 4.6307 1.3919 0.8 -0.5 0.3 0.411
O -2.2934 3.9876 0.3714 -0.3 0.7 0.6 -0.767
O -4.7838 3.4222 1.3503 -1.8 -2.8 -1.9 -0.703
O -1.6304 7.0271 3.8624 -1.9 -1.7 0.1 -0.698
H -0.9262 5.7729 1.6936 0.2 0.4 0.4 0.192
H -5.5287 4.7097 3.5354 -0.4 0.1 -0.2 0.185
C 4.1464 -3.8715 -1.7221 -2.4 1.1 -1.0 -0.394
C 3.5783 -5.0613 -2.5259 1.3 -1.0 0.8 -0.414
C 2.1497 -4.8314 -3.0101 0.5 0.8 0.6 -0.645
S 1.3443 -3.8365 -1.6530 -0.9 -0.4 -2.2 2.086
O 0.4791 -4.7442 -0.8916 1.4 1.1 -0.3 -0.920
O 0.6937 -2.6849 -2.3028 1.0 -0.9 1.3 -0.942
C 2.9368 -3.4226 -0.8089 0.6 0.1 0.2 -0.645
H 4.3391 -3.1252 -2.4928 -0.2 0.6 0.3 0.205
H 5.1243 -4.0033 -1.2589 -0.5 -0.5 0.5 0.239
H 3.7193 -5.9012 -1.8457 -0.4 -0.5 -0.4 0.211
H 4.2523 -5.1694 -3.3757 -0.1 -0.5 -0.1 0.219
H 1.4746 -5.6599 -3.2244 0.4 -0.3 0.4 0.255
H 2.2961 -4.2920 -3.9458 -0.7 0.6 0.2 0.237
H 2.9149 -3.9675 0.1348 0.0 -0.1 -0.1 0.249
H 2.9289 -2.3594 -0.5687 -0.1 0.0 -0.2 0.261
```
Forces are in eV/Å.

Values from the calculation:
Energy above the lowest of the compared OMol25 structures with the same formula, charge and spin (kJ/mol): 0.00
HOMO energy (eV): -1.7774
Kohn-Sham gap (eV): 1.850
Net charge: -1



Below is the molecule C10H10N2, with properties calculated with ωB97M-V with the def2-TZVPD basis set.

Structure (XYZ):
```
22
Properties=species:S:1:pos:R:3:forces:R:3:nbo_charge:R:1
C -0.9894 -1.8869 1.0030 -1.1 -1.6 -4.4 -0.396
N -1.5458 -0.6142 0.7622 -3.4 2.0 1.3 -0.347
C -2.9019 -0.2476 1.0643 5.0 -0.9 -1.2 -0.115
C -3.0433 0.9933 0.7132 -3.5 3.2 -1.3 -0.062
N -1.9262 1.4578 0.1319 1.8 1.0 -1.1 -0.471
C -1.0146 0.4912 0.1496 -1.6 0.3 1.4 0.341
C 0.3762 0.5670 -0.3148 0.3 -0.2 -0.1 -0.088
C 1.4514 0.8486 0.5653 -0.3 0.6 0.6 -0.193
C 2.7799 0.8721 0.1084 0.7 -0.3 3.3 -0.213
C 3.0383 0.6156 -1.2322 1.8 -1.1 -2.0 -0.226
C 2.0320 0.2327 -2.1231 -2.5 1.7 4.4 -0.187
C 0.6294 0.2370 -1.6254 7.1 1.3 1.5 -0.170
H -1.2899 -2.4362 -0.1417 1.9 0.6 3.7 0.194
H -1.2625 -2.4937 1.8433 -1.5 0.1 0.3 0.223
H -0.0141 -1.6628 1.2848 2.5 -0.4 -0.7 0.218
H -3.4798 -0.8332 1.5851 -3.0 -3.3 2.5 0.195
H -4.1024 1.5250 0.7036 2.8 -0.7 0.2 0.207
H 1.1956 1.0952 1.6511 0.5 -0.5 -1.7 0.227
H 3.6100 0.9267 1.0256 -2.0 0.2 -3.1 0.230
H 4.0888 0.5175 -1.6949 -1.5 0.5 1.3 0.219
H 2.2251 -0.0014 -3.1121 0.4 -0.5 -1.7 0.207
H 0.1433 -0.2039 -2.3471 -4.3 -1.7 -3.0 0.207
```
Forces are in eV/Å.

Values from the calculation:
Energy above the lowest of the compared OMol25 structures with the same formula, charge and spin (kJ/mol): 377.39
HOMO energy (eV): -8.8607
Kohn-Sham gap (eV): 9.598
SMILES string: Cn1ccnc1-c1ccccc1



| no. | E_LUMO (eV) |
| --- | --- |
| 1 | 0.07 |
| 2 | 0.74 |